No. 1
{"formula": "C4H6N4", "method": "ωB97M-V/def2-TZVPD", "gap_ev": 9.84, "total_charge": 0, "symbols": ["C", "C", "C", "C", "H", "H", "H", "H", "H", "H", "N", "N", "N", "N"], "xyz": [[2.258, -0.767, 0.865], [0.117, 0.016, 0.237], [-2.002, 0.553, -0.407], [0.406, -0.312, -1.137], [2.876, -0.069, 1.506], [2.713, -0.706, -0.142], [2.428, -1.851, 1.244], [-1.087, 1.209, 1.436], [-1.505, 0.209, -1.277], [-3.582, 0.715, -1.499], [0.887, -0.312, 1.158], [-1.041, 0.778, 0.578], [-3.288, 0.969, -0.360], [0.820, -0.432, -2.202]]}



No. 2
{"formula": "C4H6N4", "method": "ωB97M-V/def2-TZVPD", "gap_ev": 9.00, "total_charge": 0, "symbols": ["C", "C", "C", "C", "H", "H", "H", "H", "H", "H", "N", "N", "N", "N"], "xyz": [[-0.174, 0.141, 0.613], [-1.322, 0.449, -1.212], [0.615, -0.773, -1.790], [0.773, 0.176, -0.599], [1.718, -1.429, 2.316], [0.928, -0.258, 3.533], [-2.240, 0.469, -1.761], [1.420, -0.805, -2.536], [-0.123, -1.627, -1.488], [1.718, 0.641, -0.534], [1.146, -0.308, 2.430], [-0.044, -0.165, 1.812], [-1.463, 0.270, 0.074], [-0.033, 0.640, -1.688]]}



No. 3
{"formula": "C4H6N4", "method": "ωB97M-V/def2-TZVPD", "gap_ev": 10.06, "total_charge": 0, "symbols": ["C", "C", "C", "C", "H", "H", "H", "H", "H", "H", "N", "N", "N", "N"], "xyz": [[1.409, 0.084, -0.078], [-0.948, 1.142, 0.066], [-2.181, 0.599, 0.046], [-2.054, -0.786, -0.012], [2.980, -1.232, -0.197], [1.407, -1.798, 0.111], [2.939, 1.168, -0.116], [-0.639, 2.179, 0.225], [-3.106, 1.235, -0.028], [-2.803, -1.521, 0.029], [2.038, -1.041, 0.182], [1.878, 1.265, -0.058], [-0.065, 0.042, -0.035], [-0.728, -1.161, -0.110]]}



No. 4
{"formula": "C4H6N4", "method": "ωB97M-V/def2-TZVPD", "gap_ev": 9.76, "total_charge": 0, "symbols": ["C", "C", "C", "C", "H", "H", "H", "H", "H", "H", "N", "N", "N", "N"], "xyz": [[1.735, 0.137, 0.346], [-0.129, -1.144, -0.363], [-2.084, -0.543, 0.381], [-0.172, 1.208, -0.388], [2.120, -0.482, 1.255], [2.187, -0.643, -0.699], [2.311, 1.220, 0.490], [0.685, -1.671, -0.975], [-2.786, -1.084, 0.851], [0.606, 1.948, -0.982], [0.356, 0.018, 0.383], [-1.347, -1.304, -0.367], [-2.166, 0.755, 0.358], [-1.315, 1.585, -0.291]]}



No. 5
{"formula": "C4H6N4O", "method": "ωB97M-V/def2-TZVPD", "gap_ev": 9.66, "total_charge": 0, "symbols": ["C", "C", "C", "C", "H", "H", "H", "H", "H", "H", "N", "N", "N", "N", "O"], "xyz": [[-0.101, 0.711, 0.852], [0.953, 1.258, -0.093], [2.022, -0.818, -0.035], [-0.225, -1.249, -0.519], [-2.819, 0.183, 0.407], [-2.240, 0.844, -1.037], [-0.748, 1.503, 1.256], [0.326, 0.122, 1.684], [2.907, -1.396, 0.282], [-0.900, -1.915, -1.067], [-2.175, 0.039, -0.396], [-0.846, -0.255, 0.065], [2.090, 0.451, -0.177], [0.999, -1.691, -0.390], [0.758, 2.213, -0.832]]}



No. 6
{"formula": "C4H6N4O", "method": "ωB97M-V/def2-TZVPD", "gap_ev": 8.87, "total_charge": 0, "symbols": ["C", "C", "C", "C", "H", "H", "H", "H", "H", "H", "N", "N", "N", "N", "O"], "xyz": [[-0.961, -0.294, 2.488], [-0.254, -0.080, 1.124], [0.926, 0.596, -1.228], [-0.657, -0.697, 0.028], [-0.510, -1.010, 3.358], [-1.036, 0.652, 3.215], [-2.115, -0.326, 2.054], [1.424, 0.102, -2.798], [-2.169, -1.854, -1.254], [-1.984, -2.240, 0.618], [0.710, 0.877, 0.991], [1.111, 1.303, -0.061], [1.590, 0.966, -2.209], [-1.662, -1.616, -0.243], [-0.022, -0.398, -1.126]]}



No. 7
{"formula": "C4H6N4O", "method": "ωB97M-V/def2-TZVPD", "gap_ev": 9.23, "total_charge": 0, "symbols": ["C", "C", "C", "C", "H", "H", "H", "H", "H", "H", "N", "N", "N", "N", "O"], "xyz": [[1.690, 0.850, -0.138], [0.285, 0.410, -0.072], [-0.409, -0.746, -0.186], [-1.780, -0.301, -0.051], [3.717, -1.539, 0.156], [2.058, -1.534, 0.875], [1.797, 1.943, -0.193], [0.042, -1.692, -0.571], [-2.900, -1.961, 0.497], [-3.647, -0.442, 0.144], [2.686, -1.151, 0.114], [2.764, 0.151, -0.045], [-2.905, -1.085, -0.093], [-1.861, 0.996, 0.176], [-0.571, 1.445, 0.088]]}



No. 8
{"formula": "C4H6N5", "method": "ωB97M-V/def2-TZVPD", "multiplicity": 3, "gap_ev": [8.61, 6.72], "total_charge": 1, "s2": 2.025, "symbols": ["C", "C", "C", "C", "N", "N", "N", "N", "N", "H", "H", "H", "H", "H", "H"], "xyz": [[2.111, 0.072, 0.151], [-0.653, 0.828, -1.170], [-1.220, 1.005, 1.080], [-0.742, -0.652, -0.988], [2.688, 1.040, -0.065], [-1.089, 1.474, -0.150], [0.006, -0.858, 0.238], [-0.465, -0.087, 1.377], [1.356, -1.049, 0.406], [-0.065, 1.145, -2.059], [-1.741, 1.550, 1.795], [-1.870, -1.017, -0.834], [-0.378, -1.417, -1.847], [0.199, -0.248, 2.120], [1.862, -1.784, -0.053]]}



No. 9
{"formula": "C4H6NO", "method": "ωB97M-V/def2-TZVPD", "gap_ev": 9.00, "total_charge": 1, "symbols": ["C", "C", "C", "C", "N", "O", "H", "H", "H", "H", "H", "H"], "xyz": [[0.975, -1.238, -0.167], [0.728, 1.219, -0.207], [0.855, -0.919, 1.264], [-1.297, 0.175, 0.241], [0.119, -0.052, 0.416], [1.471, 1.179, -1.111], [1.488, -0.749, -1.012], [0.369, -2.152, -0.369], [0.274, 2.060, 0.475], [-1.686, -0.824, 0.453], [-1.785, 0.947, 0.862], [-1.510, 0.354, -0.845]]}



No. 10
{"formula": "C4H6NO", "method": "ωB97M-V/def2-TZVPD", "gap_ev": [9.68, 9.68], "total_charge": 1, "symbols": ["C", "C", "C", "C", "N", "O", "H", "H", "H", "H", "H", "H"], "xyz": [[-0.224, -0.897, -0.633], [-1.134, 0.839, 0.486], [-1.690, -0.966, -0.638], [1.379, 0.693, 0.524], [0.021, 0.286, 0.187], [-2.649, -1.411, -0.973], [0.020, -1.871, -0.139], [0.338, -0.822, -1.650], [-1.327, 1.767, 0.981], [1.420, 0.708, 1.655], [2.187, -0.015, 0.118], [1.659, 1.687, 0.081]]}